Here is one molecule with the formula C16H19NO3 in a non-equilibrium geometry from OMol25. Energies are from ωB97M-V/def2-TZVPD.

Calculated values
Multiplicity ... 1
Energy relative to the best compared isomer or geometry (same formula, charge and spin) ... 617.63 kJ/mol
Maximum force ... 8.9 eV Å⁻¹
SMILES string ... Cc1cccc2c1C(=O)[C@@H]1[C@H]3CCC[N@+]3([O-])CC[C@H]1O2

Each atom is followed by the atoms it is bonded to, with distances in Å.
Geometry (Å):
1 O 0.99935 -0.29716 -1.96722  C4 1.243
2 O 2.28501 0.02527 2.58059  N20 1.198
3 O -1.16701 2.01543 0.51829  C8 1.311, C17 1.450
4 C 0.28856 0.43980 -1.26195  O1 1.243, C9 1.446, C18 1.560
5 C -3.09981 2.61555 -2.52181  C6 1.399, C7 1.374, H21 1.171
6 C -2.58972 2.64191 -1.21949  C5 1.399, C8 1.414, H22 1.162
7 C -2.46368 1.90003 -3.50742  C5 1.374, C10 1.350, H23 1.107
8 C -1.44862 1.94434 -0.75977  O3 1.311, C6 1.414, C9 1.392
9 C -0.88545 1.13426 -1.74115  C4 1.446, C8 1.392, C10 1.463
10 C -1.44241 1.12006 -3.09382  C7 1.350, C9 1.463, C11 1.529
11 C -0.95179 0.20367 -4.21494  C10 1.529, H24 1.143, H25 1.112, H26 1.077
12 C 2.49017 -2.80430 1.27268  C14 1.430, C15 1.598, H27 1.159, H28 1.173
13 C -0.42125 0.71887 2.51358  C16 1.446, C17 1.534, H29 1.097, H30 1.113
14 C 2.39706 -1.64689 0.43882  C12 1.430, C19 1.513, H31 1.073, H32 1.076
15 C 2.11733 -2.18548 2.69771  C12 1.598, N20 1.517, H33 1.085, H34 1.108
16 C 0.12475 -0.53457 2.98518  C13 1.446, N20 1.525, H35 1.113, H36 1.109
17 C -0.68292 0.73755 1.00255  O3 1.450, C13 1.534, C18 1.475, H37 1.105
18 C 0.55470 0.39962 0.27423  C4 1.560, C17 1.475, C19 1.602, H38 1.041
19 C 1.13615 -0.95249 0.90558  C14 1.513, C18 1.602, N20 1.514, H39 1.107
20 N 1.48748 -0.84440 2.37430  O2 1.198, C15 1.517, C16 1.525, C19 1.514
21 H -4.10892 3.18698 -2.68410  C5 1.171
22 H -3.22830 3.19371 -0.42124  C6 1.162
23 H -3.01558 1.91717 -4.46655  C7 1.107
24 H -0.41650 -0.73870 -3.85148  C11 1.143
25 H -0.12044 0.67525 -4.78275  C11 1.112
26 H -1.81861 -0.25173 -4.66263  C11 1.077
27 H 3.53312 -3.31086 1.26827  C12 1.159
28 H 1.82707 -3.75046 1.07304  C12 1.173
29 H -1.36794 0.88331 3.04329  C13 1.097
30 H 0.24931 1.53013 2.87686  C13 1.113
31 H 2.21266 -2.02102 -0.55016  C14 1.073
32 H 3.23526 -0.97474 0.49145  C14 1.076
33 H 3.03580 -1.83818 3.15855  C15 1.085
34 H 1.57596 -2.87687 3.37391  C15 1.108
35 H 0.26549 -0.48614 4.08830  C16 1.113
36 H -0.60610 -1.31949 2.70220  C16 1.109
37 H -1.48636 -0.00535 0.84764  C17 1.105
38 H 1.27543 1.13085 0.44769  C18 1.041
39 H 0.23076 -1.57494 0.77178  C19 1.107